Entry 1:
Entry from the OMol25 dataset: a gas-phase ion, C24H26N (charge +1) at a distorted geometry (ωB97M-V with the def2-TZVPD basis set).

Last column: natural (NBO) charge in e.
Element x y z (Å)
C 0.348 -1.486 1.724  -0.42
N 0.877 -0.072 1.698  -0.22
C 0.344 0.527 0.415  -0.41
C 0.232 0.666 2.843  -0.41
C 2.367 -0.034 1.812  -0.14
C 2.993 -0.544 0.553  -0.27
C 3.550 0.185 -0.464  0.01
C 4.012 -0.577 -1.658  -0.01
C 4.607 -1.847 -1.517  -0.21
C 5.057 -2.549 -2.634  -0.21
C 4.869 -2.024 -3.921  -0.19
C 4.225 -0.786 -4.078  -0.21
C 3.807 -0.071 -2.958  -0.21
C 3.683 1.672 -0.495  -0.02
C 2.837 2.561 0.196  -0.24
C 2.972 3.946 0.110  -0.20
C 3.995 4.502 -0.658  -0.18
C 4.870 3.648 -1.340  -0.20
C 4.714 2.264 -1.261  -0.20
C 2.776 -0.787 3.085  0.03
C 2.815 -0.095 4.305  -0.23
C 2.742 -0.812 5.502  -0.21
C 2.723 -2.209 5.475  -0.19
C 2.919 -2.881 4.270  -0.21
C 3.008 -2.165 3.068  -0.23
H 0.529 -1.957 2.696  0.25
H -0.733 -1.409 1.556  0.23
H 0.810 -2.057 0.916  0.24
H 0.358 1.615 0.473  0.23
H 0.919 0.152 -0.434  0.26
H -0.698 0.207 0.338  0.23
H 0.585 1.701 2.833  0.23
H -0.848 0.640 2.675  0.23
H 0.477 0.195 3.800  0.25
H 2.654 1.003 1.977  0.25
H 2.918 -1.625 0.384  0.21
H 4.752 -2.261 -0.515  0.21
H 5.553 -3.514 -2.502  0.23
H 5.204 -2.582 -4.797  0.23
H 4.053 -0.373 -5.073  0.23
H 3.316 0.899 -3.083  0.22
H 2.028 2.180 0.817  0.18
H 2.267 4.582 0.649  0.22
H 4.103 5.586 -0.726  0.23
H 5.680 4.063 -1.940  0.23
H 5.416 1.621 -1.801  0.23
H 2.805 0.998 4.310  0.22
H 2.672 -0.274 6.445  0.23
H 2.558 -2.771 6.398  0.24
H 2.975 -3.972 4.244  0.23
H 3.152 -2.692 2.120  0.22

The calculation puts the highest occupied orbital energy at -11.2 eV. The strongest force on any atom comes out at 2.20 eV/A. The molar mass is 328.48 u. As for the SMILES: C[N+](C)(C)[C@H](C=C(c1ccccc1)c1ccccc1)c1ccccc1. Its relative energy (zero: lowest compared OMol25 entry of this formula, charge and spin) is 62.8 kJ/mol. As for the net charge: +1. As for the electronic energy: -984.62674 a.u.

Entry 2:
Entry from the OMol25 dataset: a single C24H26N2O5S molecule (ωB97M-V with the def2-TZVPD basis set).

Last column: natural (NBO) charge in e.
Element x y z (Å)
C 4.064 -5.711 -5.047  -0.62
C 3.394 -4.676 -4.156  -0.06
O 3.152 -5.286 -2.905  -0.50
C 2.525 -4.574 -1.938  0.35
C 2.126 -3.250 -2.043  -0.30
C 1.483 -2.616 -0.994  -0.16
C 1.226 -3.292 0.190  -0.10
C 0.577 -2.663 1.324  -0.12
C -0.357 -1.703 1.280  -0.27
S -0.976 -1.016 2.792  0.32
C -0.923 0.676 2.293  -0.22
C -0.721 1.647 3.263  -0.20
C -0.651 2.982 2.917  -0.21
C -0.765 3.347 1.580  -0.11
C -0.593 4.775 1.158  0.67
O 0.420 5.166 0.610  -0.61
N -1.630 5.599 1.440  -0.44
C -2.921 5.149 1.925  -0.25
C -3.707 6.356 2.435  -0.07
O -3.957 7.308 1.424  -0.53
C -2.918 7.411 0.464  -0.08
C -1.567 6.989 1.025  -0.26
C -0.962 2.378 0.610  -0.24
C -1.066 1.029 0.946  0.22
N -1.369 0.080 -0.030  -0.45
C -2.026 0.517 -1.246  -0.42
C -1.082 -1.260 0.069  0.64
O -1.439 -2.048 -0.785  -0.59
C 1.661 -4.618 0.316  -0.26
C 2.288 -5.268 -0.727  0.25
O 2.725 -6.557 -0.700  -0.48
C 2.508 -7.311 0.466  -0.25
H 3.416 -6.576 -5.159  0.22
H 4.266 -5.285 -6.025  0.21
H 4.998 -6.036 -4.597  0.21
H 4.049 -3.802 -4.032  0.17
H 2.447 -4.345 -4.605  0.17
H 2.315 -2.696 -2.949  0.22
H 1.204 -1.579 -1.098  0.21
H 0.894 -3.007 2.302  0.21
H -0.619 1.337 4.291  0.22
H -0.483 3.731 3.674  0.22
H -3.486 4.663 1.118  0.19
H -2.792 4.427 2.734  0.23
H -3.155 6.821 3.265  0.17
H -4.686 6.041 2.804  0.20
H -2.892 8.456 0.145  0.20
H -3.162 6.786 -0.408  0.17
H -0.784 7.076 0.268  0.25
H -1.297 7.625 1.876  0.20
H -1.021 2.686 -0.421  0.23
H -2.428 -0.372 -1.732  0.26
H -1.320 0.997 -1.927  0.20
H -2.836 1.205 -1.007  0.20
H 1.468 -5.134 1.244  0.22
H 1.441 -7.402 0.695  0.18
H 2.917 -8.298 0.257  0.20
H 3.028 -6.880 1.328  0.17

The calculation puts the highest occupied orbital energy at -7.7 eV. The strongest force on any atom comes out at 0.88 eV/A. The molar mass is 454.55 u. As for the SMILES: CCOc1ccc(/C=C2/Sc3ccc(C(=O)N4CCOCC4)cc3N(C)C2=O)cc1OC. Its relative energy (zero: lowest compared OMol25 entry of this formula, charge and spin) is 73.4 kJ/mol. As for the net charge: 0. As for the electronic energy: -1814.02561 a.u.

Entry 3:
Entry from the OMol25 dataset: 2 unconnected molecules or ions with the total composition C24H26N2O6 (ωB97M-V with the def2-TZVPD basis set).

Last column: natural (NBO) charge in e.
Element x y z (Å)
C 0.362 4.106 0.599  -0.63
C 0.344 3.410 -0.740  0.00
C 1.265 3.831 -1.702  -0.20
C 1.334 3.256 -2.958  -0.21
C 0.446 2.238 -3.280  -0.22
C -0.466 1.806 -2.331  -0.20
C -0.532 2.365 -1.054  -0.02
C -1.541 1.833 -0.043  -0.49
C -1.681 0.326 -0.139  0.13
C -0.492 -0.406 0.002  -0.18
C -0.548 -1.773 -0.094  -0.15
C -1.745 -2.434 -0.335  -0.08
C -2.923 -1.738 -0.457  -0.18
C -2.897 -0.342 -0.344  -0.04
C -4.216 0.383 -0.463  -0.54
C -4.749 0.486 -1.870  0.80
O -5.915 0.374 -2.145  -0.58
O -3.810 0.754 -2.801  -0.69
C -1.461 -3.897 -0.434  0.69
O -2.234 -4.818 -0.506  -0.55
N -0.064 -4.008 -0.359  -0.48
C 0.690 -5.134 -0.875  -0.24
C 1.450 -4.814 -2.170  -0.23
N 2.899 -4.780 -1.939  -0.84
C 0.538 -2.795 -0.008  0.69
O 1.685 -2.659 0.334  -0.56
H -0.436 3.761 1.246  0.22
H 1.329 3.991 1.081  0.22
H 0.185 5.175 0.446  0.21
H 1.958 4.626 -1.446  0.20
H 2.059 3.591 -3.690  0.21
H 0.460 1.752 -4.247  0.21
H -1.145 1.000 -2.589  0.22
H -1.154 2.024 0.955  0.26
H -2.484 2.346 -0.219  0.22
H 0.444 0.107 0.187  0.25
H -3.851 -2.271 -0.628  0.23
H -4.182 1.390 -0.045  0.25
H -4.980 -0.149 0.103  0.25
H -4.295 1.057 -3.583  0.50
H 1.434 -5.444 -0.139  0.23
H 0.024 -5.983 -1.010  0.23
H 1.080 -3.890 -2.629  0.17
H 1.270 -5.621 -2.882  0.20
H 3.392 -4.974 -2.802  0.36
H 3.196 -3.858 -1.640  0.37
O 0.870 1.674 2.116  -0.59
C 1.553 1.570 3.093  0.80
C 2.974 1.051 3.180  -0.53
C 3.140 0.789 4.676  -0.43
C 2.187 1.813 5.280  -0.07
O 1.127 1.954 4.316  -0.49
H 3.646 1.832 2.820  0.24
H 3.090 0.161 2.569  0.25
H 4.161 0.890 5.039  0.22
H 2.797 -0.219 4.912  0.21
H 2.657 2.789 5.416  0.18
H 1.754 1.496 6.225  0.20

The calculation puts the highest occupied orbital energy at -8.8 eV. The strongest force on any atom comes out at 0.72 eV/A. The molar mass is 438.48 u. As for the SMILES: Cc1ccccc1Cc1cc2c(cc1CC(=O)O)C(=O)N(CCN)C2=O.O=C1CCCO1. Its relative energy (zero: lowest compared OMol25 entry of this formula, charge and spin) is 0.0 kJ/mol. As for the net charge: 0. As for the electronic energy: -1491.18254 a.u.

Entry 4:
Entry from the OMol25 dataset: a molecular structure, C24H27AsMoN3OS5Te (ωB97M-V with the def2-TZVPD basis set).

Last column: natural (NBO) charge in e.
Element x y z (Å)
Mo 0.747 -0.535 0.247  0.63
S -1.239 0.973 4.441  -0.56
As 0.023 1.327 2.866  0.97
S 1.346 -0.619 2.406  -0.33
S -1.037 0.880 0.892  -0.51
S 1.307 2.908 2.691  -0.59
C 3.210 -8.692 1.409  -0.63
C 3.145 -7.225 1.086  0.01
C 4.089 -6.624 0.269  -0.23
C 4.045 -5.267 -0.043  -0.01
C 5.118 -4.724 -0.950  -0.65
C 2.993 -4.499 0.476  -0.32
Te 2.939 -2.484 -0.174  0.80
N 1.710 0.425 -0.826  -0.58
C 2.873 1.229 -1.029  0.66
O 3.921 0.688 -1.274  -0.56
C 2.669 2.693 -0.983  -0.12
C 3.752 3.517 -1.278  -0.16
C 3.594 4.890 -1.245  -0.23
C 2.360 5.441 -0.918  -0.18
C 1.284 4.621 -0.615  -0.20
C 1.439 3.245 -0.644  -0.17
C 2.815 -2.866 -2.258  -0.29
C 3.534 -1.963 -3.039  -0.17
C 3.547 -2.079 -4.420  -0.23
C 2.850 -3.113 -5.023  -0.20
C 2.145 -4.013 -4.241  -0.21
C 2.104 -3.916 -2.849  -0.04
C 1.332 -4.961 -2.093  -0.63
C 2.042 -5.071 1.329  0.09
C 0.892 -4.325 1.948  -0.67
C 2.139 -6.428 1.613  -0.25
H 4.096 -9.154 0.977  0.22
H 2.334 -9.214 1.021  0.22
H 3.234 -8.852 2.488  0.22
H 4.898 -7.223 -0.136  0.21
H 5.965 -5.408 -0.974  0.22
H 5.482 -3.749 -0.626  0.23
H 4.749 -4.609 -1.972  0.23
H 4.703 3.066 -1.525  0.23
H 4.433 5.535 -1.469  0.22
H 2.243 6.517 -0.884  0.21
H 0.335 5.051 -0.324  0.22
H 0.620 2.604 -0.344  0.24
H 4.078 -1.159 -2.564  0.24
H 4.105 -1.367 -5.014  0.22
H 2.856 -3.223 -6.100  0.22
H 1.604 -4.823 -4.717  0.21
H 0.554 -5.379 -2.732  0.21
H 0.859 -4.555 -1.203  0.22
H 1.982 -5.779 -1.774  0.23
H 1.029 -3.247 1.943  0.23
H 0.766 -4.624 2.989  0.23
H -0.042 -4.558 1.428  0.22
H 1.402 -6.871 2.276  0.21
N -2.725 -2.014 -2.591  -0.76
C -1.874 -1.283 -1.863  0.36
N -1.846 0.024 -2.048  -0.75
S -0.858 -2.138 -0.778  -0.09
H -3.406 -1.592 -3.199  0.40
H -2.749 -3.010 -2.463  0.42
H -2.482 0.473 -2.688  0.40
H -1.312 0.618 -1.424  0.45

The calculation puts the highest occupied orbital energy (spin up / spin down) at -7.5 / -7.4 eV. The multiplicity is 2. The strongest force on any atom comes out at 0.68 eV/A. The molar mass is 832.30 u. The expectation value of S² is 0.77. Its relative energy (zero: lowest compared OMol25 entry of this formula, charge and spin) is 0.0 kJ/mol. As for the net charge: 0. As for the electronic energy: -5733.27889 a.u.

Question: Which value of strongest force on any atom does entry 3 give?
Answer: 0.72 eV/A

What did the fourth record say?
Entry from the OMol25 dataset: a molecular structure, C24H27AsMoN3OS5Te (ωB97M-V with the def2-TZVPD basis set).

Last column: natural (NBO) charge in e.
Element x y z (Å)
Mo 0.747 -0.535 0.247  0.63
S -1.239 0.973 4.441  -0.56
As 0.023 1.327 2.866  0.97
S 1.346 -0.619 2.406  -0.33
S -1.037 0.880 0.892  -0.51
S 1.307 2.908 2.691  -0.59
C 3.210 -8.692 1.409  -0.63
C 3.145 -7.225 1.086  0.01
C 4.089 -6.624 0.269  -0.23
C 4.045 -5.267 -0.043  -0.01
C 5.118 -4.724 -0.950  -0.65
C 2.993 -4.499 0.476  -0.32
Te 2.939 -2.484 -0.174  0.80
N 1.710 0.425 -0.826  -0.58
C 2.873 1.229 -1.029  0.66
O 3.921 0.688 -1.274  -0.56
C 2.669 2.693 -0.983  -0.12
C 3.752 3.517 -1.278  -0.16
C 3.594 4.890 -1.245  -0.23
C 2.360 5.441 -0.918  -0.18
C 1.284 4.621 -0.615  -0.20
C 1.439 3.245 -0.644  -0.17
C 2.815 -2.866 -2.258  -0.29
C 3.534 -1.963 -3.039  -0.17
C 3.547 -2.079 -4.420  -0.23
C 2.850 -3.113 -5.023  -0.20
C 2.145 -4.013 -4.241  -0.21
C 2.104 -3.916 -2.849  -0.04
C 1.332 -4.961 -2.093  -0.63
C 2.042 -5.071 1.329  0.09
C 0.892 -4.325 1.948  -0.67
C 2.139 -6.428 1.613  -0.25
H 4.096 -9.154 0.977  0.22
H 2.334 -9.214 1.021  0.22
H 3.234 -8.852 2.488  0.22
H 4.898 -7.223 -0.136  0.21
H 5.965 -5.408 -0.974  0.22
H 5.482 -3.749 -0.626  0.23
H 4.749 -4.609 -1.972  0.23
H 4.703 3.066 -1.525  0.23
H 4.433 5.535 -1.469  0.22
H 2.243 6.517 -0.884  0.21
H 0.335 5.051 -0.324  0.22
H 0.620 2.604 -0.344  0.24
H 4.078 -1.159 -2.564  0.24
H 4.105 -1.367 -5.014  0.22
H 2.856 -3.223 -6.100  0.22
H 1.604 -4.823 -4.717  0.21
H 0.554 -5.379 -2.732  0.21
H 0.859 -4.555 -1.203  0.22
H 1.982 -5.779 -1.774  0.23
H 1.029 -3.247 1.943  0.23
H 0.766 -4.624 2.989  0.23
H -0.042 -4.558 1.428  0.22
H 1.402 -6.871 2.276  0.21
N -2.725 -2.014 -2.591  -0.76
C -1.874 -1.283 -1.863  0.36
N -1.846 0.024 -2.048  -0.75
S -0.858 -2.138 -0.778  -0.09
H -3.406 -1.592 -3.199  0.40
H -2.749 -3.010 -2.463  0.42
H -2.482 0.473 -2.688  0.40
H -1.312 0.618 -1.424  0.45

The calculation puts the highest occupied orbital energy (spin up / spin down) at -7.5 / -7.4 eV. The multiplicity is 2. The strongest force on any atom comes out at 0.68 eV/A. The molar mass is 832.30 u. The expectation value of S² is 0.77. Its relative energy (zero: lowest compared OMol25 entry of this formula, charge and spin) is 0.0 kJ/mol. As for the net charge: 0. As for the electronic energy: -5733.27889 a.u.

Question: molar mass of number 3 (C24H26N2O6)?
Answer: 438.48 u